Record 1
Below is a single FNOS molecule in a non-equilibrium geometry, with properties calculated with ωB97M-V with the def2-TZVPD basis set.

Computed properties:
Energy relative to the best compared isomer or geometry (same formula, charge and spin)   54.08 kJ/mol
Structure (SMILES)   O=NSF
LUMO level   -0.0523 hartree
Frontier orbital gap   0.326 hartree
Molar mass   81.07 g mol⁻¹
Calculated total energy   -627.91719 hartree

Each line ends with the natural charge from an NBO analysis.
CARTESIAN COORDINATES (ANGSTROEM)
O -1.5938 0.2996 -0.4104  -0.23
N -0.5742 0.3434 0.1770  -0.07
S 0.7910 0.3401 0.7917  0.95
F 2.0825 -0.8588 -0.1011  -0.65

Record 2
Below is 6 unconnected molecules or ions with the total composition H10IO5, with properties calculated with ωB97M-V with the def2-TZVPD basis set.

Computed properties:
Energy relative to the best compared isomer or geometry (same formula, charge and spin)   11.03 kJ/mol
Total charge   -1
LUMO level   0.1188 hartree
Frontier orbital gap   0.303 hartree
Molar mass   216.98 g mol⁻¹
Calculated total energy   -680.01740 hartree

Each line ends with the natural charge from an NBO analysis.
CARTESIAN COORDINATES (ANGSTROEM)
I -0.7917 0.3681 0.0090  -0.94
O 0.2977 -3.1840 -0.0731  -0.97
H -0.1678 -3.9673 0.2376  0.46
H -0.3689 -2.4720 -0.0441  0.50
O 0.7966 -1.7082 -2.8215  -0.97
H 1.2262 -2.4357 -2.3587  0.47
H 0.4020 -1.1894 -2.1026  0.49
O -3.2472 -0.2705 2.4770  -0.97
H -3.2870 -0.6190 1.5797  0.48
H -2.5747 0.4216 2.4130  0.49
O 0.0267 3.9551 0.1154  -0.97
H -0.2816 3.0305 0.0469  0.49
H 0.5257 3.9725 0.9376  0.46
O 2.6544 1.5640 0.1601  -0.97
H 3.0326 1.3606 -0.7007  0.46
H 1.7572 1.1738 0.1245  0.50

Record 3
Below is a molecular structure, H10IO5 in a non-equilibrium geometry, with properties calculated with ωB97M-V with the def2-TZVPD basis set.

Computed properties:
Energy relative to the best compared isomer or geometry (same formula, charge and spin)   391.44 kJ/mol
Total charge   -1
LUMO level   0.1252 hartree
Frontier orbital gap   0.309 hartree
Molar mass   216.98 g mol⁻¹
Calculated total energy   -679.87251 hartree

Each line ends with the natural charge from an NBO analysis.
CARTESIAN COORDINATES (ANGSTROEM)
I -0.3776 -0.3587 0.1971  -0.47
O 2.2719 -1.2834 0.1952  -0.98
H 1.4843 -0.7411 0.1531  0.41
H 2.1725 -1.9073 -0.5239  0.45
O 0.8024 0.4752 2.5831  -0.97
H 1.2777 1.2636 2.3210  0.44
H 0.3613 0.1844 1.7849  0.40
O -2.7997 -1.9480 0.3223  -0.98
H -3.4703 -1.8468 -0.3532  0.45
H -2.0465 -1.4614 -0.0125  0.44
O 1.5891 1.4442 -0.7600  -0.97
H 1.8825 1.2029 0.1185  0.45
H 0.7985 0.9232 -0.9006  0.44
O -1.3273 1.2042 -2.0700  -0.98
H -0.9185 0.8193 -1.2948  0.42
H -1.7001 2.0296 -1.7600  0.45